96
Properties=species:S:1:pos:R:3:mulliken_charge:R:1 method="wB97M-V/def2-TZVPD" total_energy_ha=-2027.1997 homo_lumo_gap_ev=8.35 e_above_lowest_ev=3.431 lumo_energy_ev=-0.1902 homo_ev=-8.5
C 1.44 2.10 -2.21 -0.110
C 2.70 1.51 -1.65 -0.025
O 3.21 0.64 -2.63 -0.577
H 1.09 2.92 -1.60 -0.100
H 0.58 1.38 -2.19 -0.301
H 1.59 2.42 -3.21 0.552
H 2.53 1.00 -0.76 -0.036
H 3.32 2.28 -1.27 0.422
H 2.46 0.13 -2.98 0.282
C 3.25 -0.04 4.92 -1.317
C 3.73 -1.01 3.78 -0.385
O 2.96 -0.85 2.62 -0.507
H 3.62 -0.33 5.87 0.434
H 2.20 0.32 4.99 0.347
H 3.82 0.90 4.78 0.329
H 3.87 -2.05 3.98 0.525
H 4.76 -0.85 3.54 0.393
H 3.19 -1.61 2.10 0.003
C -2.29 2.49 -2.01 0.347
O -2.85 1.24 -1.65 -0.379
N -2.71 3.26 -3.04 -0.439
N -1.35 3.04 -1.28 0.442
H -3.55 2.80 -3.62 0.320
H -2.33 4.15 -3.28 0.121
H -0.88 2.43 -0.61 -1.000
H -1.06 4.04 -1.45 0.179
C -0.33 0.10 0.44 -1.244
O -0.80 1.27 1.03 -0.105
N -1.08 -0.62 -0.38 2.819
N 0.81 -0.38 0.72 1.696
H -2.00 -0.33 -0.78 -0.599
H -0.75 -1.62 -0.68 -0.716
H 1.48 0.11 1.33 -0.184
H 1.16 -1.35 0.52 -0.630
C -0.53 -4.03 -2.47 0.224
O -0.86 -3.09 -1.41 -0.379
N -0.35 -5.31 -2.29 -0.419
N -0.54 -3.70 -3.72 -0.071
H -0.37 -5.71 -1.37 0.272
H 0.09 -5.85 -3.05 0.173
H -0.71 -2.80 -3.94 -0.032
H -0.24 -4.38 -4.38 0.207
C -1.65 -2.76 2.86 -1.038
O -2.12 -2.41 1.61 -0.398
H -1.04 -2.04 3.37 0.313
H -0.95 -3.55 2.89 0.337
H -2.42 -2.94 3.54 0.421
H -1.65 -1.62 1.28 0.099
C -0.79 -0.42 -4.06 -0.208
O -0.65 -1.12 -5.33 -0.621
H -0.49 -1.00 -3.22 -0.188
H -1.72 -0.01 -3.90 0.273
H -0.10 0.41 -4.13 0.324
H -0.50 -0.55 -6.05 0.331
C 1.37 -3.73 1.10 -0.561
O 2.40 -3.02 0.45 -0.473
H 1.27 -4.68 0.58 0.396
H 0.40 -3.31 0.84 0.070
H 1.43 -3.88 2.22 0.265
H 3.23 -3.53 0.61 0.289
C 3.56 -2.38 -2.26 -0.835
O 2.15 -2.25 -2.44 -0.387
H 4.04 -1.47 -1.93 0.280
H 4.10 -2.54 -3.20 0.328
H 3.84 -3.23 -1.74 0.347
H 1.75 -2.51 -1.67 0.177
C 0.42 4.93 0.62 -0.366
O 0.82 5.43 1.86 -0.643
H 0.39 3.86 1.01 0.037
H 1.29 4.91 -0.08 0.222
H -0.49 5.28 0.16 0.344
H 1.76 5.23 1.95 0.380
C 1.99 2.39 3.11 -0.264
O 2.88 1.71 2.23 -0.490
H 1.01 1.98 2.90 0.295
H 1.94 3.49 2.93 -0.235
H 2.36 2.31 4.10 0.292
H 2.88 0.81 2.55 0.292
C -3.86 -2.02 -1.41 -0.050
O -4.81 -1.08 -1.79 -0.543
H -2.88 -1.66 -1.86 -0.240
H -4.06 -3.05 -1.77 0.263
H -3.71 -2.12 -0.38 0.108
H -4.49 -0.73 -2.62 0.371
C -3.86 0.75 1.50 -0.193
O -4.81 0.88 2.59 -0.614
H -4.17 -0.08 0.87 0.376
H -3.04 0.49 2.01 0.083
H -3.83 1.73 0.99 -0.042
H -5.51 0.30 2.38 0.331
C -2.33 3.86 2.24 0.083
O -1.36 4.27 3.11 -0.600
H -3.01 3.16 2.75 0.264
H -1.79 3.45 1.41 -0.262
H -2.85 4.80 1.90 0.273
H -0.67 4.70 2.64 0.449